1.
{"formula": "C4H6N2", "method": "wB97M-V/def2-TZVPD", "species": ["C", "N", "H", "C", "H", "H", "H", "H", "C", "N", "C", "H"], "xyz": [[-0.606, 0.124, 0.042], [0.512, 0.896, 0.157], [-0.219, 1.950, 1.074], [1.561, 0.149, -0.174], [-0.975, -1.896, -0.845], [2.548, 0.573, -0.311], [-1.193, 1.685, 1.163], [-2.530, 0.177, 0.418], [1.101, -1.113, -0.653], [-1.632, 0.441, 0.843], [-0.286, -1.087, -0.638], [1.719, -1.899, -1.076]], "gap_ev": [7.1, 6.7], "homo_ev": [-7.7, -7.7], "de_lowest_kj_mol": 488.94, "charge": 0, "lumo_energy_ev": [-0.6, -1.0]}



2.
{"formula": "C4H6N2", "method": "wB97M-V/def2-TZVPD", "species": ["H", "C", "H", "C", "N", "N", "C", "C", "H", "H", "H", "H"], "xyz": [[0.105, 0.965, 1.925], [0.762, 0.289, 1.370], [0.689, 1.527, -0.421], [-1.633, -0.846, -0.403], [1.187, -0.469, -0.971], [-2.589, -1.385, -0.038], [-0.538, -0.180, -1.102], [0.681, 0.452, -0.142], [0.630, -0.745, 1.696], [-0.195, -0.890, -1.875], [-0.893, 0.700, -1.642], [1.795, 0.582, 1.602]], "gap_ev": 9.5, "homo_ev": -8.9, "de_lowest_kj_mol": 456.88, "charge": 0, "lumo_energy_ev": 0.6}



3.
{"formula": "C4H6N2O", "method": "wB97M-V/def2-TZVPD", "species": ["H", "N", "O", "C", "H", "H", "C", "H", "H", "H", "C", "C", "N"], "xyz": [[0.747, 2.494, 0.280], [0.972, 1.696, -0.302], [-0.740, 0.116, -2.106], [0.242, -0.227, 1.305], [-0.247, 0.943, -2.250], [-0.467, -2.273, 1.633], [-0.483, -1.360, 1.070], [-1.580, -1.965, -0.676], [0.726, 0.016, 2.241], [1.973, 1.542, -0.222], [-0.478, -0.181, -0.818], [0.260, 0.527, 0.094], [-0.926, -1.330, -0.248]], "gap_ev": 8.5, "homo_ev": -7.6, "de_lowest_kj_mol": 91.78, "charge": 0, "lumo_energy_ev": 1.0, "smiles": "Nc1cc[nH]c1O"}



4.
{"formula": "C4H6N2O", "method": "wB97M-V/def2-TZVPD", "species": ["H", "C", "C", "H", "N", "O", "C", "H", "N", "H", "C", "H", "H"], "xyz": [[-2.469, -0.759, 0.522], [-0.475, -0.090, 0.475], [-1.713, -0.512, -0.231], [3.208, -0.062, -0.231], [-0.191, 1.231, 0.835], [2.699, -0.803, 0.131], [1.441, -0.421, 0.319], [-1.535, -1.415, -0.819], [0.484, -1.079, 0.882], [0.671, 0.958, -1.240], [0.844, 0.796, -0.184], [-0.856, 1.883, 0.424], [-2.108, 0.272, -0.882]], "gap_ev": 8.3, "homo_ev": -7.6, "de_lowest_kj_mol": 404.21, "charge": 0, "lumo_energy_ev": 0.7}



5.
{"formula": "C4H6N2O", "method": "wB97M-V/def2-TZVPD", "species": ["H", "H", "C", "C", "N", "H", "H", "C", "O", "H", "H", "N", "C"], "xyz": [[-1.945, 0.600, -1.143], [1.189, -2.477, 0.775], [-0.678, 0.267, 0.662], [-0.032, -1.066, 0.218], [1.272, 1.202, -0.464], [-0.201, -1.200, -0.750], [-0.025, 2.035, -2.118], [0.928, 0.133, 0.563], [0.238, -2.071, 1.071], [-1.310, 0.415, 1.497], [1.440, -0.131, 1.462], [-1.099, 1.000, -0.586], [0.223, 1.293, -1.185]], "gap_ev": 9.3, "homo_ev": -8.7, "de_lowest_kj_mol": 426.91, "charge": 0, "lumo_energy_ev": 0.6, "smiles": "O[C@@H]1[C@H]2N=CN[C@@H]12"}



6.
{"formula": "C4H6N2O", "method": "wB97M-V/def2-TZVPD", "species": ["C", "H", "H", "C", "C", "N", "H", "C", "H", "N", "O", "H", "H"], "xyz": [[-0.836, -0.878, 0.953], [1.212, 1.787, -0.731], [2.389, -0.166, -1.267], [0.769, 0.878, -0.319], [-1.476, 0.124, 0.009], [1.688, -0.222, -0.551], [-1.084, -0.877, 2.011], [0.232, -1.470, 0.457], [-1.931, 0.934, 0.602], [1.138, -1.474, -0.409], [-0.505, 0.673, -0.894], [-2.256, -0.307, -0.625], [0.662, 0.999, 0.763]], "gap_ev": 9.2, "homo_ev": -8.5, "de_lowest_kj_mol": 411.92, "charge": 0, "lumo_energy_ev": 0.7, "smiles": "C1=CCOCNN=1"}



In the order shown, the computed molar mass values come out to 82.11, 82.11, 98.10, 98.10, 98.11, 98.10 g mol⁻¹.